Below is a single C23H31N3O3 molecule, with properties calculated with ωB97M-V with the def2-TZVPD basis set.

XYZ file:
```
60
Properties=species:S:1:pos:R:3:forces:R:3:lowdin_charge:R:1
C -0.02017 -3.71949 -0.01617 0.0252 -0.0414 0.2200 -0.08
C 0.85474 -3.36862 1.19056 -0.0912 -0.0278 -0.1585 -0.20
C 1.98266 -2.46652 0.78239 -0.2243 0.2832 0.2230 -0.23
C 3.12166 -3.00669 0.15284 0.2457 0.0795 -0.1083 -0.02
C 4.15431 -2.21112 -0.25441 -0.1386 -0.1708 0.0436 0.01
C 4.09442 -0.81346 -0.07556 -0.6897 0.1452 0.3337 -0.21
N 5.13117 -0.05737 -0.48506 0.5216 0.0610 -0.2120 0.16
C 5.08303 1.23781 -0.32522 0.0186 -0.0634 -0.0639 -0.32
C 6.26654 2.03469 -0.77321 0.0140 0.0137 0.0024 -0.04
C 3.96194 1.89614 0.23245 -0.4428 -0.2798 0.1536 0.05
C 2.88660 1.15735 0.64892 0.5267 0.0497 0.0858 -0.08
C 1.68505 1.80518 1.27258 -0.0198 0.1695 -0.1496 -0.43
O 1.61371 1.99581 2.47250 0.1607 -0.0918 0.2520 0.09
N 0.69979 2.16192 0.41656 -0.0492 0.0237 0.0535 -0.04
C -0.54063 2.70020 0.94235 -0.1490 0.1910 0.3293 -0.12
C -1.74796 2.04610 0.25836 0.1897 -0.2562 0.0470 -0.10
C -1.36378 0.62778 -0.20711 0.0488 0.1629 -0.3688 -0.25
N -2.42123 -0.26995 -0.60442 0.0148 -0.0804 0.1272 -0.13
C -3.41600 0.18039 -1.54900 -0.0920 0.0827 -0.0671 -0.16
C -4.66299 0.81324 -0.91051 0.0209 -0.2936 0.0928 -0.12
C -5.26618 -0.13402 0.13017 0.4125 0.0272 -0.1522 -0.41
O -6.32973 0.46813 0.84074 -0.2174 0.1050 0.1586 -0.03
C -4.19323 -0.53448 1.13899 -0.2329 -0.0903 -0.2841 -0.12
C -2.99115 -1.13608 0.40191 -0.1221 0.0434 0.1054 -0.17
C -0.32993 0.76676 -1.35110 -0.0109 0.3074 0.3222 -0.30
O 0.31077 -0.44295 -1.64578 0.1915 -0.3789 -0.0080 -0.01
C 0.67826 1.89454 -0.99860 -0.1055 -0.2277 -0.4839 -0.06
C 2.94030 -0.25484 0.53349 0.4105 -0.0031 -0.2396 -0.09
C 1.90833 -1.10863 0.96919 0.0363 -0.2504 0.1399 0.00
H -0.82581 -4.38458 0.28589 -0.1061 -0.0842 -0.0405 0.07
H 0.57190 -4.21745 -0.78025 0.0191 -0.0537 -0.1232 0.08
H -0.45570 -2.82473 -0.45521 -0.0649 0.0983 -0.0886 0.06
H 0.24496 -2.87886 1.95266 0.0522 -0.0300 0.0521 0.11
H 1.25839 -4.28813 1.62009 -0.0170 0.0304 0.0856 0.11
H 3.17514 -4.07638 0.01020 0.0293 -0.1257 -0.0289 0.12
H 5.03741 -2.62284 -0.71681 0.1018 -0.0357 -0.0613 0.11
H 5.97003 2.76162 -1.52777 0.0317 0.0962 -0.0505 0.08
H 7.01747 1.36954 -1.18832 0.0291 -0.0007 -0.0155 0.08
H 6.69145 2.57752 0.06961 0.0723 0.0917 0.0267 0.08
H 3.95895 2.97284 0.31681 -0.0096 0.1139 0.0200 0.13
H -0.56013 3.78706 0.79920 0.0080 -0.0591 0.0870 0.13
H -0.53659 2.49941 2.01685 -0.0520 0.0786 -0.1694 0.12
H -2.57496 2.00345 0.96517 -0.0403 0.0699 -0.0593 0.11
H -2.06403 2.63490 -0.60449 -0.1146 0.0338 -0.0447 0.12
H -0.85429 0.13520 0.63020 0.0297 0.0359 -0.0462 0.14
H -2.96129 0.88609 -2.24438 -0.0216 -0.0572 -0.0880 0.12
H -3.73307 -0.69807 -2.12479 -0.0122 0.0827 -0.1132 0.13
H -4.41139 1.75420 -0.41986 -0.0198 0.0429 0.0342 0.11
H -5.39586 1.02567 -1.69356 -0.0443 0.0438 -0.0216 0.12
H -5.62867 -1.04260 -0.38192 0.1018 0.0782 0.0524 0.15
H -6.99912 0.76111 0.21320 0.0329 -0.0182 0.0182 0.09
H -4.60683 -1.26049 1.83894 -0.0293 -0.0242 0.0733 0.12
H -3.90046 0.34853 1.70779 0.0205 0.0607 0.0535 0.11
H -2.21657 -1.41282 1.11900 0.0307 -0.0742 -0.0453 0.12
H -3.31910 -2.05069 -0.10785 0.0120 -0.0852 0.1036 0.12
H -0.84144 1.02971 -2.28148 -0.0501 0.1031 0.1113 0.14
H 0.73348 -0.79004 -0.84574 -0.0163 0.0312 -0.1354 0.05
H 0.39796 2.81869 -1.51463 0.0598 -0.0065 -0.0138 0.13
H 1.66981 1.59752 -1.34378 -0.1603 0.0814 -0.0363 0.13
H 1.06805 -0.67721 1.49733 -0.1247 -0.0074 0.0697 0.12
```
Forces are in eV/Å.

**E_tot**: -1285.04902 hartree
**Total charge**: 0
**HOMO-LUMO gap**: 0.31073 hartree
**Multiplicity**: 1
**E_LUMO**: 0.0066 Ha
**SMILES**: CCc1ccc2nc(C)cc(C(=O)N3CC[C@@H](N4CCC(O)CC4)[C@H](O)C3)c2c1